# 1
# C2H2N2O3S

A cluster of 2 separate species, C2H2N2O3S in total (ωB97M-V/def2-TZVPD, the OMol25 dataset).

Atoms and positions in Å:
C -2.03670 -1.53986 0.45989
C -1.59341 -0.23571 0.37512
N -2.56101 -2.54281 0.43497
N -1.77992 0.50876 -0.84092
O -2.27363 0.00033 -1.77424
O -1.29973 1.63995 -0.71912
O -0.82374 0.50495 1.20162
S 0.50412 -1.72037 -1.16700
H -0.93495 1.43293 0.67990
H 0.73815 -2.78098 -0.47182

Computed properties:
ΔE to the lowest compared entry with this formula, charge and spin = 667.1 kJ/mol
LUMO (alpha / beta) = -2.58 / -2.82 eV

=====

# 2
# C3H4BiFO3

A structure of composition C3H4BiFO3 (ωB97M-V/def2-TZVPD, the OMol25 dataset).

Atoms and positions in Å:
F 1.74730 -3.86106 1.15393
O 0.44466 -0.40603 2.66650
C 1.26699 0.34262 2.04791
C 1.30652 -2.38702 1.66056
O 1.01541 1.55309 1.85919
O 2.27394 -0.21354 1.39459
C 1.99251 -1.43019 0.69094
Bi -0.57038 1.72696 3.24917
H 0.24191 -2.51250 1.42744
H 1.82877 -2.44443 2.62413
H 1.34100 -1.20062 -0.15903
H 2.95897 -1.82503 0.36084

Computed properties:
Total charge = +1
Multiplicity = 2
ΔE to the lowest compared entry with this formula, charge and spin = 0.0 kJ/mol
LUMO (alpha / beta) = -7.36 / -7.37 eV

=====

# 3
# CBF4NdS3Se2Te2

A structure of composition CBF4NdS3Se2Te2 (ωB97M-V/def2-TZVPD, the OMol25 dataset).

Atoms and positions in Å:
Nd -0.31061 -0.07370 -0.09943
Se 2.29617 -0.41108 -1.49636
Te 0.61240 -0.29612 -3.31468
Te -0.37694 2.15443 -2.89016
Se -2.37149 1.54967 -1.48934
S -1.07586 -4.92702 0.04799
C -0.80256 -3.33739 0.35227
S -1.90874 -2.25667 1.16930
S 0.66300 -2.71737 -0.15415
F 0.61714 0.67079 1.92771
B 0.66331 2.16595 1.64476
F 0.52638 2.10292 0.17730
F 1.89457 2.57989 2.03282
F -0.42678 2.79569 2.09197

Computed properties:
Total charge = -2
Multiplicity = 4
LUMO (alpha / beta) = 4.13 / 4.13 eV

=====

# 4
# C31H33ClN2O2Si2Ti

A structure of composition C31H33ClN2O2Si2Ti (ωB97M-V/def2-TZVPD, the OMol25 dataset).

Atoms and positions in Å:
C 0.86794 0.29292 -2.26838
C -0.22978 0.89095 -2.96945
C -0.40321 2.21265 -2.46519
H -0.78117 0.43525 -3.77418
C 0.55569 2.42998 -1.42551
C 1.35464 1.24537 -1.31353
H 2.18669 1.12225 -0.62683
H 1.30607 -0.67718 -2.46855
H -1.02824 2.96993 -2.91136
H 0.67527 3.31958 -0.82666
Ti -0.72648 0.80042 -0.76999
Si -3.37867 4.25141 -2.77604
C -5.18056 3.86593 -3.23941
C -6.27704 4.58166 -2.72272
H -6.13221 5.36025 -1.96502
C -7.56045 4.33786 -3.22082
H -8.39842 4.93110 -2.86121
C -7.77594 3.32934 -4.16346
H -8.78426 3.09887 -4.50989
C -6.68662 2.60564 -4.65088
H -6.84232 1.81146 -5.37768
C -5.38821 2.88926 -4.22180
H -4.53357 2.36547 -4.66214
C -3.65134 6.16589 -2.85546
C -4.14386 6.77261 -4.03119
H -4.27452 6.17136 -4.93306
C -4.51078 8.12122 -4.06136
H -4.91331 8.55107 -4.97095
C -4.37291 8.92836 -2.93391
H -4.66175 9.98017 -2.95675
C -3.86012 8.35098 -1.77622
H -3.73134 8.96394 -0.88543
C -3.50665 6.99157 -1.72361
H -3.13659 6.56542 -0.78326
H -2.65133 3.97176 -4.05434
Si -4.47347 3.75784 0.72454
C -2.71417 4.29066 1.20149
C -1.80010 4.60378 0.18650
H -2.09898 4.45777 -0.87551
C -0.52459 5.10410 0.45150
H 0.13829 5.31188 -0.39649
C -0.10629 5.33225 1.76201
H 0.89476 5.71559 1.95680
C -0.97979 5.00658 2.80850
H -0.66106 5.17126 3.84109
C -2.22965 4.44090 2.53985
H -2.85020 4.06902 3.35884
C -4.66288 2.18279 -0.37294
C -3.70671 1.66257 -1.26661
H -2.68685 2.08290 -1.27415
C -4.02919 0.66702 -2.18580
H -3.30224 0.35548 -2.93474
C -5.29605 0.08102 -2.17012
H -5.55374 -0.71087 -2.88314
C -6.23289 0.51687 -1.23469
H -7.22204 0.05369 -1.19527
C -5.92273 1.55289 -0.34228
H -6.67774 1.88674 0.37408
H -5.03116 3.34013 1.93506
Cl -1.84660 1.39313 1.13391
C 0.05638 -3.03863 2.61868
O 0.68452 -1.85317 1.96682
C 0.11633 -1.28904 0.93070
O 0.54135 -0.16798 0.50619
N -0.90735 -1.88710 0.27884
N -1.20516 -1.24957 -0.99350
H -0.03786 -3.86683 1.90476
H -0.91619 -2.75336 3.05883
H 0.76933 -3.30042 3.39913
H -0.87858 -2.91065 0.23532
H -2.19502 -1.34407 -1.23965
H -0.70001 -1.76027 -1.73638

Computed properties:
Multiplicity = 3
ΔE to the lowest compared entry with this formula, charge and spin = 169.5 kJ/mol
LUMO (alpha / beta) = -1.28 / -1.28 eV

=====

# 5
# C16H22N2O2

An isolated molecule of C16H22N2O2 (ωB97M-V/def2-TZVPD, the OMol25 dataset).

Atoms and positions in Å:
C -3.56983 6.91079 -1.21380
C -3.01691 5.53182 -1.02551
C -2.03147 5.04818 -1.88150
C -1.51452 3.77889 -1.72431
C -1.97790 2.95116 -0.70470
C -1.43019 1.58502 -0.55343
N -2.25671 0.64045 -0.02807
N -0.19682 1.48906 -0.87512
O 0.56005 0.30854 -0.75825
C 0.16834 -0.90479 -1.11191
O -0.94021 -1.21967 -1.48760
C 1.31430 -1.87670 -0.94784
C 1.03572 -2.78814 0.25307
C 2.10570 -3.86645 0.41963
C 1.78872 -4.81825 1.59621
C 2.94276 -4.66322 2.59003
C 4.12314 -4.27336 1.70748
C 3.49494 -3.28287 0.73126
C -2.95603 3.43197 0.15902
C -3.46451 4.70828 -0.00189
H -4.05239 6.99433 -2.18701
H -2.76896 7.64790 -1.17725
H -4.29867 7.14918 -0.44349
H -1.66859 5.67969 -2.67966
H -0.74818 3.40658 -2.38440
H -3.23972 0.86212 -0.02375
H -2.04408 -0.32506 -0.25519
H 1.38036 -2.48128 -1.85384
H 2.23922 -1.32045 -0.80748
H 0.06310 -3.26422 0.10690
H 0.98525 -2.18337 1.16184
H 2.15434 -4.44216 -0.50909
H 1.73949 -5.84788 1.24129
H 0.82994 -4.58024 2.05534
H 2.72941 -3.85566 3.29205
H 3.12292 -5.57323 3.16051
H 4.49200 -5.14878 1.17039
H 4.94836 -3.84008 2.27099
H 4.09632 -3.14627 -0.16615
H 3.38623 -2.31404 1.22182
H -3.30542 2.82356 0.98099
H -4.21953 5.06864 0.68239

Computed properties:
SMILES = Cc1ccc(/C(N)=N/OC(=O)CCC2CCCC2)cc1
ΔE to the lowest compared entry with this formula, charge and spin = 242.7 kJ/mol
LUMO = 0.90 eV

=====

Max |F|, record by record: 3.7, 5.5, 2.2, 3.9, 1.3 eV Å⁻¹